{
  "formula": "C20H29N5O4S2",
  "method": "the ωB97M-V functional and the def2-TZVPD basis",
  "elements": ["C", "C", "O", "C", "C", "H", "H", "C", "N", "C", "O", "C", "H", "H", "S", "C", "N", "N", "C", "N", "C", "H", "H", "H", "C", "C", "C", "C", "C", "C", "H", "H", "S", "O", "O", "N", "C", "H", "H", "C", "H", "H", "C", "H", "H", "C", "H", "H", "H", "H", "H", "H", "H", "H", "H", "H", "H", "H", "H", "H"],
  "xyz": [[-1.240, 0.836, 6.658], [-1.148, 0.954, 5.179], [-1.892, -0.146, 4.598], [-1.775, -0.056, 3.052], [-3.020, -0.851, 2.315], [-2.663, -0.970, 1.337], [-2.693, -1.750, 2.890], [-4.285, -0.323, 2.702], [-4.359, 0.906, 1.949], [-4.321, 2.252, 2.582], [-4.285, 2.246, 3.888], [-4.119, 3.186, 1.550], [-4.663, 3.212, 0.458], [-4.536, 4.228, 2.094], [-2.449, 3.684, 1.308], [-1.736, 2.478, 0.362], [-2.649, 1.663, -0.223], [-1.782, 0.734, -0.876], [-0.720, 1.000, -0.634], [-0.454, 2.213, 0.101], [0.505, 2.981, 0.304], [0.405, 4.040, 0.467], [1.381, 2.888, -0.285], [1.122, 2.808, 1.423], [0.355, 0.138, -1.351], [1.685, 0.294, -0.662], [2.748, -0.251, -1.465], [2.558, -1.068, -2.480], [1.493, -0.798, -3.263], [0.346, -0.104, -2.593], [-0.673, -0.199, -3.032], [1.176, -1.334, -4.313], [3.942, -1.831, -3.338], [3.734, -1.660, -4.916], [5.177, -1.315, -2.873], [3.839, -3.547, -2.814], [3.780, -3.840, -1.638], [4.709, -2.859, -0.967], [4.484, -4.741, -1.471], [2.646, -3.981, -1.007], [2.458, -4.516, -0.267], [2.439, -2.950, -0.517], [1.717, -4.160, -2.394], [1.173, -5.036, -2.377], [0.895, -3.528, -2.499], [2.522, -4.025, -3.436], [2.243, -3.486, -4.378], [2.868, -4.962, -3.760], [3.672, -0.585, -0.854], [2.024, 0.608, 0.249], [-4.142, 0.890, 1.044], [-5.078, -0.950, 2.491], [-4.483, -0.003, 3.928], [-1.774, 1.095, 2.732], [-0.747, -0.326, 2.774], [0.169, 0.836, 5.033], [-1.423, 1.867, 4.648], [-0.863, -0.222, 6.917], [-0.690, 1.488, 7.202], [-2.208, 1.122, 7.013]],
  "forces_ev_per_a": [[-1.2082, -2.7936, -0.6596], [3.5539, -1.5132, -1.2254], [1.0538, 1.1911, -2.9444], [-1.2383, 2.8758, 0.7833], [6.5406, -1.6504, 5.1230], [-0.4383, -0.0100, -1.7468], [-1.2210, -0.4931, -0.8119], [-1.2029, 3.5629, 3.2866], [-2.4998, 4.1222, 6.1788], [0.2893, -9.0962, 4.7707], [-0.4124, 1.7755, -5.7526], [-2.6683, 6.9181, -2.2596], [1.0459, -0.9585, 3.0943], [1.0786, -2.2744, -1.6112], [1.6553, 2.3110, 1.4252], [-4.6979, -0.9477, -0.9006], [2.9087, 0.3538, 0.1828], [-16.4401, -2.5728, -1.6247], [17.2264, 0.7287, -0.1236], [-9.2981, -6.8066, -2.1682], [11.0207, 5.3438, 6.1268], [-1.1847, 0.4464, -0.6047], [0.4229, -0.3305, -1.2966], [-1.6187, -0.0522, -2.2796], [3.7062, 6.3236, 9.7013], [0.0398, -3.1940, -6.4227], [1.2827, 0.0617, 8.3861], [0.4167, -0.1182, -5.5722], [-5.5727, -1.0570, -1.8653], [-0.0953, -4.3762, -7.2686], [0.9824, 0.6045, -0.3334], [1.4536, 1.6330, 2.7380], [-0.4162, -0.7140, -5.3180], [0.1372, -1.3984, 6.3247], [0.6495, 0.3341, 1.0181], [-0.6019, 6.3661, -15.3309], [13.8106, -1.8125, 11.3540], [-2.3224, -2.5911, -1.6030], [-0.6630, 0.6737, 0.1141], [-8.8334, 7.3955, -3.1832], [-1.0642, -5.7865, 5.8616], [-0.6414, -1.1868, -1.0287], [-4.7702, 0.1236, 7.5412], [-0.6202, -2.5779, 0.2918], [-1.2926, 1.9948, 0.7805], [6.1736, 0.2156, -6.3721], [0.2363, -0.0778, 1.1967], [0.1819, -1.5646, -1.0432], [-0.9075, 1.6169, -1.0215], [-0.2324, 1.0740, 2.4337], [0.9736, -0.0779, -4.4870], [-1.7761, -1.3312, -0.6879], [1.2490, -1.0208, -3.5949], [-0.3852, -2.0854, 0.9834], [-0.4058, -0.8050, 0.0294], [-3.5383, 0.1506, -0.3667], [-0.1182, 0.1816, 0.5501], [-1.1308, 1.5608, -0.0978], [2.5594, 2.1718, 1.1506], [-1.1320, -0.8368, 0.1795]],
  "charge": 0,
  "e_homo_ev": -9.16,
  "e_lumo_ev": -0.32
}


{
  "formula": "C21H34ClF12N2O12PSi",
  "method": "the ωB97M-V functional and the def2-TZVPD basis",
  "elements": ["C", "O", "C", "C", "C", "Si", "Cl", "C", "O", "N", "O", "P", "N", "O", "H", "H", "H", "H", "H", "H", "H", "H", "H", "H", "H", "H", "H", "H", "C", "C", "O", "C", "O", "C", "F", "F", "F", "H", "H", "H", "H", "H", "C", "C", "O", "C", "O", "C", "F", "F", "F", "H", "H", "H", "H", "H", "C", "C", "O", "C", "O", "C", "F", "F", "F", "H", "H", "H", "H", "H", "C", "C", "O", "C", "O", "C", "F", "F", "F", "H", "H", "H", "H", "H"],
  "xyz": [[-0.389, -1.663, -0.820], [0.935, -1.942, -0.397], [1.759, -2.551, -1.377], [2.249, -1.580, -2.462], [2.285, -0.116, -2.008], [3.378, 0.386, -0.579], [5.335, 0.581, -1.203], [3.380, -0.803, 0.894], [4.410, -0.392, 1.819], [5.106, -1.516, 2.302], [5.720, -1.252, 3.259], [2.700, 2.371, 0.311], [3.178, 3.627, -0.761], [1.088, 2.180, -0.050], [-0.546, -0.585, -0.916], [-1.084, -2.050, -0.074], [-0.612, -2.133, -1.781], [2.596, -2.999, -0.842], [1.222, -3.385, -1.839], [3.223, -1.904, -2.832], [1.575, -1.644, -3.321], [1.284, 0.234, -1.754], [2.617, 0.498, -2.853], [3.571, -1.836, 0.601], [2.424, -0.764, 1.419], [4.095, 3.961, -0.485], [3.223, 3.384, -1.746], [0.632, 3.029, -0.008], [-0.329, -7.246, 1.290], [1.043, -6.771, 1.708], [2.084, -7.403, 0.918], [2.291, -6.892, -0.281], [1.720, -5.972, -0.791], [3.458, -7.634, -0.975], [3.332, -8.959, -0.865], [4.619, -7.275, -0.410], [3.505, -7.320, -2.265], [-0.394, -8.332, 1.355], [-1.079, -6.812, 1.952], [-0.554, -6.944, 0.269], [1.273, -7.060, 2.730], [1.143, -5.690, 1.619], [-0.546, 8.378, 1.245], [0.125, 8.245, -0.102], [-0.041, 6.908, -0.641], [-1.200, 6.651, -1.214], [-2.135, 7.382, -1.356], [-1.195, 5.201, -1.755], [-0.723, 4.340, -0.838], [-0.421, 5.112, -2.839], [-2.423, 4.815, -2.081], [-0.166, 7.626, 1.937], [-0.340, 9.366, 1.657], [-1.625, 8.260, 1.159], [1.202, 8.369, -0.027], [-0.263, 8.963, -0.823], [-0.091, 0.034, 3.390], [0.950, -0.401, 4.394], [0.361, -0.641, 5.696], [-0.245, -1.804, 5.850], [-0.355, -2.685, 5.048], [-0.797, -1.919, 7.292], [-1.445, -0.810, 7.658], [0.215, -2.115, 8.148], [-1.633, -2.946, 7.389], [-0.619, 0.921, 3.741], [0.399, 0.274, 2.445], [-0.822, -0.753, 3.211], [1.688, 0.378, 4.567], [1.469, -1.304, 4.073], [-5.368, 2.956, -2.366], [-4.664, 2.794, -3.693], [-4.820, 1.449, -4.212], [-5.970, 1.186, -4.807], [-6.892, 1.927, -4.978], [-5.965, -0.272, -5.325], [-5.518, -1.121, -4.394], [-5.164, -0.369, -6.396], [-7.188, -0.644, -5.681], [-5.011, 2.213, -1.652], [-5.166, 3.950, -1.967], [-6.445, 2.840, -2.478], [-3.590, 2.920, -3.589], [-5.028, 3.504, -4.435]],
  "forces_ev_per_a": [[0.0038, -0.0037, -0.0068], [0.0232, -0.0146, 0.0473], [-0.0020, -0.1546, -0.1540], [-0.3136, 0.0364, -0.0629], [0.3319, -0.0264, -0.0829], [-0.5896, -0.1171, 0.0044], [0.1155, 0.0340, -0.0299], [0.3652, 0.0810, -0.0016], [-0.0206, -0.1248, 0.2094], [-0.2038, 0.0754, 0.1882], [0.0686, 0.0564, -0.2793], [0.2429, 0.3266, 0.6257], [0.1506, -0.5274, -0.3220], [0.1079, -0.0236, -0.3328], [0.0166, 0.0051, -0.0030], [0.0069, 0.0015, 0.0032], [-0.0004, -0.0285, 0.0095], [-0.0098, 0.0980, 0.0763], [0.0315, -0.0161, 0.0030], [0.0360, -0.0086, 0.0928], [0.0037, 0.0208, -0.0102], [-0.0084, 0.0104, 0.0089], [-0.0403, 0.0478, 0.0052], [-0.0282, -0.0087, -0.0014], [-0.0649, -0.0889, -0.1028], [-0.1362, 0.2333, 0.0762], [-0.0571, 0.0686, -0.0017], [-0.0088, -0.0621, 0.1231], [0.0349, -0.0612, -0.0942], [-0.0620, 0.0837, 0.1441], [0.0004, 0.0107, -0.0280], [0.0256, 0.0027, 0.0234], [0.0087, 0.0177, -0.0229], [-0.0421, 0.0141, 0.0192], [-0.0077, -0.0149, 0.0010], [0.0078, 0.0016, 0.0118], [0.0039, 0.0135, -0.0207], [-0.0137, 0.0054, 0.0410], [0.0017, -0.0022, 0.0056], [-0.0062, 0.0345, 0.0135], [0.0328, -0.0396, -0.0225], [0.0129, -0.0107, -0.0721], [-0.0528, -0.1067, -0.0012], [0.0776, 0.1565, 0.0216], [-0.0211, -0.0006, -0.0018], [-0.0148, -0.0398, -0.0395], [0.0321, -0.0082, 0.0173], [0.0501, 0.0188, 0.0109], [-0.0915, 0.0471, 0.0190], [0.0084, 0.0041, -0.0060], [-0.0353, 0.0105, -0.0122], [0.0314, 0.0299, 0.0119], [0.0036, -0.0005, 0.0027], [-0.0005, 0.0364, -0.0146], [0.0041, -0.0595, -0.0044], [-0.0597, -0.0488, -0.0102], [-0.0937, -0.0098, 0.0125], [0.1635, 0.0462, -0.1416], [-0.0231, -0.0369, -0.0083], [0.0018, -0.0181, 0.0447], [0.0035, 0.0276, 0.0055], [0.0150, 0.0073, -0.0428], [-0.0096, 0.0127, -0.0032], [0.0111, 0.0055, 0.0048], [-0.0074, -0.0230, 0.0006], [0.0564, 0.0335, -0.0102], [-0.0309, 0.0284, -0.0104], [0.0498, -0.0386, -0.0186], [-0.0355, 0.0148, 0.0629], [-0.0631, -0.0417, 0.0254], [-0.0670, -0.1191, -0.0086], [0.0987, 0.1933, 0.0628], [-0.0175, -0.0037, -0.0106], [-0.0046, -0.0319, -0.0333], [0.0271, -0.0109, 0.0168], [-0.0014, 0.0436, 0.0189], [0.0019, -0.0057, 0.0158], [0.0145, 0.0006, -0.0047], [-0.0199, -0.0009, -0.0132], [0.0370, 0.0352, 0.0149], [0.0072, 0.0001, 0.0014], [-0.0002, 0.0403, -0.0152], [0.0056, -0.0703, -0.0188], [-0.0678, -0.0632, -0.0224]],
  "smiles": "COCCC[Si@](Cl)(CON=O)P(N)O.CCOC(=O)C(F)(F)F.CCOC(=O)C(F)(F)F.CCOC(=O)C(F)(F)F.CCOC(=O)C(F)(F)F",
  "charge": 0,
  "e_homo_ev": -8.29,
  "e_lumo_ev": 0.23
}


{
  "formula": "C3H3FN2O2",
  "method": "the ωB97M-V functional and the def2-TZVPD basis",
  "elements": ["O", "C", "N", "C", "C", "F", "N", "O", "H", "H", "H"],
  "xyz": [[-2.263, -0.248, -0.325], [-1.031, 0.274, -0.095], [-0.567, 1.561, 0.103], [0.785, 1.587, 0.058], [1.175, 0.264, -0.196], [2.366, -0.450, -0.317], [0.036, -0.465, -0.401], [0.142, -1.928, 0.147], [-2.218, -1.255, -0.343], [1.354, 2.533, 0.034], [0.219, -1.873, 1.336]],
  "forces_ev_per_a": [[0.3560, -0.3827, 0.7437], [0.6235, 3.4080, -0.2086], [-4.3568, -2.2790, -0.4936], [1.8372, -2.5740, -0.8877], [2.1113, 1.0014, -0.0641], [-1.8951, 1.6663, 0.2283], [2.1926, -4.7379, 2.2286], [-0.4203, 2.6453, 3.3566], [0.2806, 1.8695, 0.1086], [-0.4075, -0.9288, 0.3450], [-0.3215, 0.3119, -5.3568]],
  "smiles": "Oc1ncc(F)n1O",
  "charge": 0,
  "e_homo_ev": -8.64,
  "e_lumo_ev": -0.72
}


{
  "formula": "C3H9N2O2",
  "method": "the ωB97M-V functional and the def2-TZVPD basis",
  "elements": ["C", "C", "C", "N", "N", "O", "O", "H", "H", "H", "H", "H", "H", "H", "H", "H"],
  "xyz": [[0.196, -0.233, -1.384], [-1.074, -0.210, 2.137], [-0.024, 0.708, 1.551], [-0.927, -0.017, -2.106], [1.536, -0.158, -1.907], [-0.577, -1.309, -1.566], [0.799, 0.220, 0.642], [-0.562, -0.924, 2.764], [-1.791, 0.321, 2.677], [-1.471, -0.738, 1.250], [0.562, 0.974, 2.350], [-0.469, 1.539, 1.115], [-1.840, 0.220, -1.593], [1.557, 0.346, -2.833], [2.079, -1.058, -2.118], [2.006, 0.319, -0.978]],
  "forces_ev_per_a": [[-0.4002, -1.1121, 4.1442], [1.4948, -1.4270, -2.0950], [-3.2469, -0.3963, 0.1641], [-3.0487, 2.1479, -0.8599], [2.3488, 0.6453, 1.2164], [1.4518, -1.7253, 0.6205], [2.2958, -2.6440, -5.7841], [-0.1645, -0.4208, 0.2714], [-1.2626, 0.7548, 0.7500], [-0.4612, -0.0109, 0.7137], [2.0297, 1.2322, 1.9604], [-1.0952, 2.2341, -0.1951], [1.9358, 0.3391, -0.5513], [0.0851, 0.1948, 1.3105], [-1.3794, 0.8548, 0.7985], [-0.5833, -0.6666, -2.4643]],
  "charge": 1,
  "e_homo_ev": [-14.13, -14.15],
  "e_lumo_ev": [-5.89, -5.88]
}